No. 1
{
  "formula": "C43H83NO23P",
  "method": "the ωB97M-V functional and the def2-TZVPD basis",
  "homo_energy_ev": -12.2231,
  "e_lumo_ev": -2.84,
  "total_charge": 1,
  "gap_ev": 9.38,
  "symbols": ["C", "C", "C", "C", "C", "C", "C", "C", "C", "C", "C", "C", "C", "C", "C", "C", "C", "C", "C", "C", "C", "P", "O", "O", "O", "C", "N", "C", "C", "C", "O", "O", "H", "H", "H", "H", "H", "H", "H", "H", "H", "H", "H", "H", "H", "H", "H", "H", "H", "H", "H", "H", "H", "H", "H", "H", "H", "H", "H", "H", "H", "H", "H", "H", "H", "H", "H", "H", "H", "H", "H", "H", "H", "H", "H", "H", "H", "H", "H", "C", "O", "C", "O", "O", "C", "H", "H", "H", "H", "H", "H", "C", "O", "C", "O", "O", "C", "H", "H", "H", "H", "H", "H", "C", "O", "C", "O", "O", "C", "H", "H", "H", "H", "H", "H", "C", "O", "C", "O", "O", "C", "H", "H", "H", "H", "H", "H", "C", "O", "C", "O", "O", "C", "H", "H", "H", "H", "H", "H", "C", "O", "C", "O", "O", "C", "H", "H", "H", "H", "H", "H"],
  "coordinates": [[5.59280, 2.29604, 0.68030], [4.78108, 1.77039, -0.06950], [3.76990, 1.24183, -0.95578], [3.01871, 0.05427, -0.31927], [1.77134, -0.22432, -1.16261], [0.79400, -1.26330, -0.60445], [-0.43524, -1.21602, -1.59081], [-1.69601, -0.54929, -1.03725], [-2.73920, -0.46182, -2.17610], [-3.67466, 0.76149, -2.01815], [-5.14933, 0.39862, -2.01993], [-5.66752, -0.10722, -0.66827], [-5.25435, 0.79506, 0.49971], [-6.24324, 0.83541, 1.67756], [-6.91195, -0.49176, 2.07745], [-5.98423, -1.70735, 2.18657], [-6.66978, -3.04061, 1.81592], [-7.28994, -3.10668, 0.43783], [-7.88547, -4.51045, 0.20501], [0.40961, -1.16925, 0.90350], [0.24022, 0.21106, 1.56111], [-0.92536, 0.12225, 2.95522], [-0.75330, 1.18525, 3.92562], [-0.69076, -1.30512, 3.65604], [-2.38535, -0.03582, 2.37775], [1.50282, -2.05563, 1.56908], [2.16334, -2.85655, 0.50370], [1.23930, -2.75007, -0.65423], [1.74319, -3.35168, -1.95038], [1.87949, -4.86824, -1.84605], [2.42718, -5.49878, -2.70681], [1.31905, -5.47783, -0.74729], [6.16441, 2.77850, 1.42232], [3.07144, 2.01482, -1.25130], [4.25883, 0.89203, -1.86110], [3.71351, -0.78271, -0.34938], [2.77540, 0.36363, 0.68691], [2.13465, -0.61908, -2.11153], [1.23082, 0.68454, -1.39650], [-0.74378, -2.20094, -1.92738], [-0.15203, -0.62630, -2.45458], [-2.13885, -1.14727, -0.24684], [-1.51001, 0.46908, -0.70993], [-2.16815, -0.33624, -3.08888], [-3.34833, -1.35970, -2.20493], [-3.35955, 1.34985, -1.16274], [-3.50147, 1.39061, -2.88638], [-5.77064, 1.20508, -2.39684], [-5.29151, -0.41944, -2.72518], [-5.20501, -1.07874, -0.51841], [-6.73705, -0.26831, -0.72118], [-4.30947, 0.41323, 0.87468], [-5.14279, 1.80670, 0.12187], [-5.75723, 1.31850, 2.52021], [-7.04134, 1.51093, 1.37561], [-7.31810, -0.33044, 3.07213], [-7.76539, -0.65051, 1.43039], [-5.67792, -1.81843, 3.22275], [-5.06931, -1.61737, 1.60824], [-5.87320, -3.78682, 1.82595], [-7.36091, -3.34966, 2.59299], [-6.58021, -2.87781, -0.34921], [-8.12228, -2.41983, 0.31461], [-7.09316, -5.23670, 0.34795], [-8.33305, -4.57530, -0.77855], [-8.67041, -4.64188, 0.93930], [-0.51939, -1.70432, 1.05290], [-0.09493, 0.91285, 0.80633], [1.16223, 0.61324, 1.96984], [0.22637, -1.33588, 3.94900], [-2.68910, 0.85363, 2.14785], [2.22174, -1.43214, 2.07720], [0.98172, -2.75982, 2.19830], [2.20764, -3.78222, 0.93574], [3.11037, -2.58680, 0.24504], [0.34368, -3.31888, -0.42878], [2.72882, -2.99343, -2.23346], [1.05316, -3.18648, -2.76576], [1.97811, -6.04068, -0.32548], [10.40155, 2.07075, 5.10338], [9.14039, 1.81401, 5.72754], [8.10348, 2.38442, 5.12286], [8.15026, 3.06773, 4.13345], [7.00181, 2.06983, 5.80491], [5.80111, 2.62097, 5.26778], [11.15360, 1.55306, 5.69114], [10.41319, 1.68208, 4.08697], [10.62016, 3.13651, 5.10386], [5.62674, 2.25206, 4.25728], [5.84166, 3.70839, 5.27435], [4.97939, 2.30251, 5.90426], [1.41085, -1.86717, -5.53823], [0.21589, -1.11882, -5.31012], [-0.35225, -0.66773, -6.43929], [0.06829, -0.84871, -7.54716], [-1.44514, 0.01268, -6.11377], [-2.15149, 0.56095, -7.23542], [1.78083, -2.17720, -4.56345], [1.20444, -2.75208, -6.13696], [2.16561, -1.25125, -6.02383], [-2.49378, -0.23150, -7.89715], [-1.52439, 1.26559, -7.77742], [-3.01430, 1.08975, -6.84218], [-1.63369, 6.92163, -2.01387], [-0.71405, 6.21163, -2.84939], [-0.90458, 4.89987, -2.88443], [-1.75356, 4.28587, -2.29299], [0.01150, 4.36506, -3.69506], [-0.06226, 2.94567, -3.78987], [-1.36735, 7.97216, -2.07673], [-2.65395, 6.79049, -2.36842], [-1.54587, 6.59275, -0.98030], [-1.02564, 2.62702, -4.18455], [0.11479, 2.49095, -2.81387], [0.72112, 2.62731, -4.47279], [5.32468, 1.64147, 9.51483], [4.06593, 1.39079, 10.14015], [3.03056, 1.96690, 9.53236], [3.07899, 2.64822, 8.54129], [1.92947, 1.65840, 10.21130], [0.72895, 2.21540, 9.67099], [6.08509, 1.12863, 10.09617], [5.33476, 1.24888, 8.49925], [5.54719, 2.70691, 9.51259], [0.55490, 1.84882, 8.66095], [0.77363, 3.30256, 9.67627], [-0.08433, 1.88996, 10.31284], [5.76297, -5.77241, 4.49538], [4.51274, -6.10233, 5.11048], [3.44265, -5.66072, 4.47495], [3.44235, -5.02032, 3.44688], [2.36814, -6.03887, 5.15636], [1.11966, -5.63568, 4.59637], [6.54123, -6.19585, 5.12179], [5.82867, -6.21034, 3.50138], [5.89330, -4.69317, 4.44648], [0.98413, -6.06754, 3.60537], [1.05048, -4.54898, 4.55330], [0.34318, -6.01190, 5.25440], [-2.26716, 6.37589, -9.78738], [-1.35496, 5.65273, -10.61541], [-1.52003, 4.33326, -10.59199], [-2.34504, 3.73558, -9.95070], [-0.61499, 3.78836, -11.40111], [-0.67376, 2.36309, -11.47841], [-2.02509, 7.42860, -9.89886], [-3.29323, 6.21016, -10.10983], [-2.14734, 6.09126, -8.74356], [-1.63707, 2.03847, -11.86716], [-0.48853, 1.91606, -10.50299], [0.10890, 2.05346, -12.16446]]
}

No. 2
{
  "formula": "C2H13N2O2",
  "method": "the ωB97M-V functional and the def2-TZVPD basis",
  "homo_energy_ev": -14.1313,
  "e_lumo_ev": -2.99,
  "total_charge": 1,
  "gap_ev": 11.14,
  "de_lowest_kcal_mol": 17.6,
  "symbols": ["N", "C", "C", "N", "H", "H", "H", "H", "H", "H", "H", "H", "H", "H", "H", "O", "H", "H", "O"],
  "coordinates": [[-0.11084, -1.30067, -1.12965], [-0.55589, -0.16078, -0.25916], [-0.46037, 1.06907, -1.16626], [0.90917, 1.17626, -1.68986], [-0.91219, -1.88926, -1.30069], [0.49254, -0.96729, -1.88679], [0.55647, -1.85503, -0.57117], [-1.61085, -0.21729, 0.01295], [0.05414, -0.19782, 0.62867], [-1.13616, 0.82652, -1.99341], [-0.87607, 1.98123, -0.73825], [0.94942, 1.86211, -2.43470], [1.49484, 1.51531, -0.93859], [2.62229, -0.43060, 1.17268], [3.12380, -0.71624, -0.25038], [2.35628, -0.80584, 0.32614], [-2.75594, -0.53730, 4.35143], [-2.11193, 0.79678, 4.01353], [-2.02869, -0.14916, 3.85352]]
}

No. 3
{
  "formula": "C41H45MnNO5P",
  "method": "the ωB97M-V functional and the def2-TZVPD basis",
  "homo_energy_ev": [2.1601, 1.0066],
  "e_lumo_ev": [3.40, 3.40],
  "total_charge": -2,
  "gap_ev": [1.24, 2.39],
  "multiplicity": 5,
  "symbols": ["C", "C", "C", "C", "H", "H", "C", "H", "H", "C", "H", "H", "C", "C", "C", "O", "O", "O", "O", "C", "H", "H", "H", "C", "H", "H", "H", "O", "H", "H", "C", "C", "H", "H", "H", "H", "H", "H", "Mn", "C", "C", "C", "H", "C", "C", "H", "H", "H", "H", "C", "C", "C", "H", "C", "C", "H", "H", "H", "H", "N", "P", "C", "C", "C", "C", "C", "C", "C", "C", "C", "C", "C", "C", "C", "C", "C", "C", "C", "C", "H", "H", "H", "H", "H", "H", "H", "H", "H", "H", "H", "H", "H", "H", "H"],
  "coordinates": [[4.30628, 3.46390, -3.08372], [4.66339, 2.67316, -1.79954], [3.20411, 2.65185, -3.81370], [3.38664, 1.20060, -3.33693], [3.33307, 2.77382, -4.89313], [2.21808, 3.03077, -3.49644], [3.83877, 1.38439, -1.84632], [4.42602, 3.28783, -0.92254], [5.73227, 2.41553, -1.79318], [2.61357, 1.52514, -0.93263], [4.43680, 0.51585, -1.51906], [4.24815, 0.75387, -3.86233], [2.23798, 0.29172, -3.45009], [3.80957, 4.87709, -2.86619], [5.48774, 3.81113, -3.99227], [5.47848, 3.52167, -5.17410], [3.47545, 5.37243, -1.80242], [3.84090, 5.55576, -4.02961], [6.54828, 4.47530, -3.47500], [6.68718, 5.00273, -2.12815], [6.48069, 4.25518, -1.34996], [6.04705, 5.88645, -1.98464], [7.73623, 5.30788, -2.07792], [3.38223, 6.90427, -3.94071], [2.34305, 6.94810, -3.59315], [3.46638, 7.29235, -4.95276], [4.01964, 7.48025, -3.25963], [1.89012, 0.29218, -0.97319], [1.92496, 2.31377, -1.28754], [2.92337, 1.76790, 0.10323], [2.45039, -1.14865, -3.26945], [0.93699, 0.77377, -3.89765], [1.02041, 1.56334, -4.65783], [0.34128, 1.18472, -3.06371], [0.36829, -0.06174, -4.32541], [1.57888, -1.59774, -2.76836], [3.34895, -1.36572, -2.67691], [2.55753, -1.66057, -4.23991], [-0.99460, 0.09192, 1.20759], [0.74926, -2.09406, 1.40095], [1.37212, -1.78813, 0.21758], [1.88998, -0.38616, 0.28392], [1.64327, -2.43782, -0.60934], [1.07802, 0.22036, 1.43852], [0.60948, -0.89829, 2.21399], [0.38081, -0.86189, 3.27951], [0.44044, -3.08797, 1.72135], [2.94044, -0.42115, 0.65059], [1.45959, 1.14127, 1.87719], [-2.55109, 0.81882, -0.01462], [-2.79271, 1.18917, 1.35793], [-1.68441, 1.98688, 1.80947], [-3.67455, 0.94934, 1.94736], [-0.75139, 2.11031, 0.71413], [-1.29364, 1.39214, -0.41386], [-0.86349, 1.34903, -1.41240], [-3.20822, 0.22375, -0.65175], [-1.59283, 2.45973, 2.78832], [0.15142, 2.71393, 0.70794], [-1.90955, -1.31213, 1.62684], [-2.99757, -2.41136, 2.09443], [-2.20132, -3.91599, 2.67615], [-1.35212, -3.81764, 3.79652], [-0.81180, -4.96880, 4.36367], [-1.09646, -6.22207, 3.81132], [-1.91990, -6.31913, 2.68450], [-2.48341, -5.17364, 2.12227], [-3.86058, -1.74672, 3.52511], [-5.00962, -2.40014, 3.99622], [-5.64799, -1.93708, 5.14751], [-5.14362, -0.82880, 5.83609], [-3.98337, -0.19799, 5.37971], [-3.32711, -0.66198, 4.24018], [-4.15766, -2.73043, 0.77403], [-3.74971, -3.49961, -0.33388], [-4.69637, -3.90698, -1.27293], [-6.02849, -3.49325, -1.14592], [-6.40322, -2.61906, -0.12038], [-5.46375, -2.20673, 0.82376], [-1.12523, -2.83814, 4.22581], [-0.16657, -4.88182, 5.23898], [-0.67326, -7.12152, 4.25732], [-2.12843, -7.29286, 2.24312], [-3.13730, -5.25560, 1.25396], [-5.40579, -3.26561, 3.46140], [-6.54484, -2.43934, 5.50352], [-5.65156, -0.46296, 6.72931], [-3.57996, 0.66392, 5.91010], [-2.40415, -0.18353, 3.90703], [-2.69902, -3.78657, -0.43999], [-4.38867, -4.55745, -2.09183], [-6.77113, -3.84284, -1.86186], [-7.43315, -2.26564, -0.04541], [-5.74441, -1.49196, 1.60185]]
}

No. 4
{
  "formula": "C4H8N2",
  "method": "the ωB97M-V functional and the def2-TZVPD basis",
  "homo_energy_ev": -9.2209,
  "e_lumo_ev": 1.02,
  "total_charge": 0,
  "gap_ev": 10.24,
  "smiles": "C/N=C\\N1CC1",
  "de_lowest_kcal_mol": 44.6,
  "symbols": ["C", "C", "C", "C", "H", "H", "H", "H", "H", "H", "H", "H", "N", "N"],
  "coordinates": [[2.07742, 0.50460, -0.17723], [0.43632, -1.15203, 0.00648], [-1.18420, 0.77127, 0.25438], [-1.98262, -0.42117, -0.09750], [3.18329, 0.47522, -0.27180], [1.83105, 1.10959, 0.70216], [1.56648, 0.93478, -1.05818], [0.09581, -2.15490, 0.30738], [-0.87278, 0.86064, 1.30841], [-1.27636, 1.73496, -0.28734], [-2.27589, -1.13411, 0.68167], [-2.68175, -0.34119, -0.96098], [1.66204, -0.86409, 0.12554], [-0.57882, -0.32354, -0.53300]]
}